No. 1
{"formula": "C3H4O3", "method": "ωB97M-V/def2-TZVPD", "species": ["C", "C", "C", "O", "O", "O", "H", "H", "H", "H"], "coordinates": [[0.492, 0.053, 0.863], [0.001, 0.661, -1.725], [0.182, -0.829, 1.776], [1.131, 0.943, 0.379], [-0.671, -0.342, -0.881], [0.811, 0.342, -2.513], [-1.573, -0.093, -0.629], [-0.460, 1.651, -1.591], [-0.240, -1.778, 1.499], [0.328, -0.608, 2.821]], "forces_ev_per_angstrom": [[3.292, 2.476, 0.593], [-2.137, -1.019, 0.264], [-0.905, -0.828, -0.220], [-1.606, -1.519, 0.832], [0.643, 0.509, -1.710], [0.167, -0.063, 0.420], [0.281, 0.353, -0.132], [0.296, -0.119, 0.067], [-0.193, -0.033, -0.060], [0.164, 0.243, -0.054]], "total_energy_ev": -9316.104, "relative_energy_kcal_mol": 59.9, "lumo_ev": 0.4, "orbital_gap_ev": 9.58, "multiplicity": 1}

No. 2
{"formula": "C3H4O3", "method": "ωB97M-V/def2-TZVPD", "species": ["O", "C", "C", "O", "C", "O", "H", "H", "H", "H"], "coordinates": [[0.241, 1.653, -0.575], [0.036, -1.002, 0.004], [-1.355, -0.501, -0.025], [-2.285, -1.156, -0.442], [1.137, -0.277, 0.221], [1.286, 1.070, 0.210], [0.187, 2.528, -0.159], [0.160, -2.076, -0.101], [-1.513, 0.486, 0.446], [2.108, -0.725, 0.422]], "forces_ev_per_angstrom": [[-0.080, 0.303, 0.054], [0.053, 0.018, 0.033], [-0.206, -0.192, -0.084], [0.365, 0.222, 0.164], [-0.026, -0.126, -0.024], [0.142, -0.187, 0.054], [0.016, -0.085, -0.038], [-0.022, 0.137, 0.124], [-0.104, -0.147, -0.166], [-0.136, 0.057, -0.118]], "total_energy_ev": -9314.208, "relative_energy_kcal_mol": 103.6, "lumo_ev": 0.5, "orbital_gap_ev": 10.13, "multiplicity": 1}

No. 3
{"formula": "C3H4O3", "method": "ωB97M-V/def2-TZVPD", "species": ["C", "C", "C", "O", "O", "O", "H", "H", "H", "H"], "coordinates": [[-0.620, -0.168, -0.343], [0.455, -1.254, 0.054], [-0.133, 1.253, -0.367], [-0.574, -0.838, 0.879], [0.387, 1.678, 0.791], [-0.173, 1.929, -1.356], [0.303, 0.983, 1.469], [-1.450, -0.409, -0.996], [0.349, -2.162, -0.523], [1.457, -1.012, 0.391]], "forces_ev_per_angstrom": [[2.081, -0.736, 0.031], [-0.903, 1.311, -1.809], [-0.154, -0.232, -0.124], [-1.043, -0.363, 1.576], [0.181, 0.102, 0.272], [-0.033, -0.053, 0.255], [-0.138, 0.140, -0.263], [0.207, -0.110, -0.116], [-0.159, -0.371, 0.411], [-0.039, 0.312, -0.234]], "total_energy_ev": -9316.989, "relative_energy_kcal_mol": 39.5, "lumo_ev": 0.7, "orbital_gap_ev": 11.37, "multiplicity": 1}

No. 4
{"formula": "C3H4O3", "method": "ωB97M-V/def2-TZVPD", "species": ["O", "C", "C", "O", "C", "O", "H", "H", "H", "H"], "coordinates": [[-1.889, 0.013, -0.718], [-0.778, 0.155, -1.144], [0.552, 0.039, -0.563], [0.855, -0.741, 0.577], [0.173, -0.529, 1.734], [-0.621, 0.348, 1.899], [-0.491, 0.838, -2.056], [1.364, -0.118, -1.263], [0.342, 1.262, -0.953], [0.492, -1.267, 2.488]], "forces_ev_per_angstrom": [[0.422, -0.359, -0.278], [-0.591, 0.426, -1.033], [-0.208, 0.820, -0.760], [-0.017, 0.959, -0.125], [-0.398, 0.601, 0.010], [0.422, -0.340, 0.041], [-1.198, -1.040, -0.279], [-0.209, -0.352, -0.337], [1.855, -0.815, 3.023], [-0.077, 0.099, -0.263]], "total_energy_ev": -9315.347, "relative_energy_kcal_mol": 77.3, "lumo_ev": 0.6, "orbital_gap_ev": 10.80, "multiplicity": 1}

No. 5
{"formula": "C3H4O3", "method": "ωB97M-V/def2-TZVPD", "species": ["O", "C", "C", "O", "C", "O", "H", "H", "H", "H"], "coordinates": [[0.671, 1.549, -0.138], [1.237, 0.485, -0.103], [0.451, -0.823, -0.109], [-0.801, -0.496, -0.676], [-1.527, 0.332, 0.128], [-1.482, 0.350, 1.325], [2.338, 0.446, -0.120], [0.965, -1.582, -0.711], [0.318, -1.222, 0.902], [-2.170, 0.960, -0.499]], "forces_ev_per_angstrom": [[0.493, -0.443, -0.127], [-0.105, 0.471, 0.023], [0.192, 0.083, 0.054], [-0.189, 0.018, 0.072], [-0.222, -0.029, 0.277], [-0.016, -0.103, -0.545], [0.065, -0.187, 0.214], [-0.311, 0.204, -0.079], [0.234, 0.150, 0.008], [-0.142, -0.164, 0.104]], "total_energy_ev": -9317.378, "relative_energy_kcal_mol": 30.5, "lumo_ev": 0.8, "orbital_gap_ev": 11.15, "multiplicity": 1}

No. 6
{"formula": "C3H4O3Rb", "method": "ωB97M-V/def2-TZVPD", "species": ["C", "O", "C", "C", "O", "O", "H", "H", "H", "Rb", "H"], "coordinates": [[-1.296, 0.476, 0.577], [0.778, -0.660, -0.242], [1.005, 0.505, 0.212], [-1.094, -0.739, -0.276], [-0.120, 1.091, 0.813], [1.943, 1.227, -0.066], [-2.067, 1.185, 0.260], [-1.156, -0.455, -1.336], [-1.422, -0.780, 1.161], [5.345, -0.383, -0.826], [-1.916, -1.466, -0.275]], "forces_ev_per_angstrom": [[0.124, -5.507, 1.571], [-3.050, -2.960, 0.291], [-1.167, 3.495, -1.100], [0.644, 3.390, -5.943], [1.883, 0.863, 0.174], [0.178, -1.333, 1.092], [-0.492, -0.792, 0.820], [1.506, -0.542, -0.532], [-0.276, 4.267, 2.747], [-0.285, 0.157, 0.056], [0.935, -1.038, 0.825]], "total_energy_ev": -9962.672, "relative_energy_kcal_mol": 116.6, "lumo_ev": -4.0, "charge": 1, "orbital_gap_ev": 8.05, "multiplicity": 1}

No. 7
{"formula": "C3H4O3Rh", "method": "ωB97M-V/def2-TZVPD", "species": ["H", "Rh", "O", "C", "C", "O", "O", "C", "H", "H", "H"], "coordinates": [[2.237, -0.435, -0.605], [1.792, 1.496, 0.979], [-1.178, -0.487, -0.378], [-1.741, 0.571, 0.293], [0.161, -0.892, -0.023], [-2.876, 0.348, 0.755], [-1.076, 1.634, 0.324], [1.208, 0.100, -0.456], [0.298, -1.858, -0.531], [0.161, -1.081, 1.060], [1.015, 0.604, -1.418]], "forces_ev_per_angstrom": [[-1.506, 0.668, 0.415], [0.039, 0.494, 0.430], [-1.000, 0.590, 0.459], [1.865, -0.666, -1.175], [0.090, -0.191, -0.210], [0.668, 0.865, -0.036], [-1.679, -0.829, 0.699], [1.838, -0.944, -1.016], [-0.204, 0.261, 0.190], [0.161, 0.005, -0.078], [-0.272, -0.254, 0.322]], "total_energy_ev": -12318.459, "relative_energy_kcal_mol": 0.0, "lumo_ev": [0.5, -4.2], "orbital_gap_ev": [6.65, 6.53], "multiplicity": 6}

No. 8
{"formula": "C3H4O3Tl", "method": "ωB97M-V/def2-TZVPD", "species": ["C", "C", "H", "H", "H", "H", "O", "C", "O", "O", "Tl"], "coordinates": [[-4.365, -0.133, 0.253], [-5.419, -1.076, 0.128], [-3.358, -0.545, 0.113], [-4.366, 0.435, 1.191], [-5.344, -1.908, -0.574], [-6.392, -0.890, 0.587], [-4.380, 1.234, -1.006], [-3.507, 2.222, -1.068], [-3.677, 3.073, -1.975], [-2.578, 2.289, -0.226], [-1.740, 4.387, -1.303]], "forces_ev_per_angstrom": [[1.658, 1.453, 0.252], [-0.608, 0.360, -0.884], [-0.389, 0.326, -0.447], [-0.224, 0.187, -0.590], [0.019, 0.227, 0.289], [0.364, -0.088, -0.092], [-1.383, -2.055, 0.457], [0.004, -0.691, 0.975], [-0.107, 0.442, -0.624], [1.005, 0.294, 0.575], [-0.339, -0.456, 0.088]], "total_energy_ev": -14009.575, "relative_energy_kcal_mol": 22.5, "lumo_ev": [-0.1, -1.6], "orbital_gap_ev": [9.03, 7.66], "multiplicity": 2}